DFT (ωB97M-V with the def2-TZVPD basis set) results for a single C7H12 molecule.

XYZ file:
```
19
Properties=species:S:1:pos:R:3:forces:R:3
C -0.2403 1.6086 1.4985 0.03 -0.14 0.03
C 0.4820 1.3258 0.1929 0.05 0.07 0.06
C 1.1810 0.0930 -0.3927 0.14 -0.09 -0.26
C 0.9724 -1.4134 -0.3981 0.06 -0.14 0.08
C -0.4702 -1.6610 0.0278 0.00 -0.02 0.06
C -1.2089 -0.4241 -0.5499 -0.06 0.01 -0.07
C -0.1250 0.5843 -0.9614 -0.15 0.09 -0.13
H 0.4756 1.9143 2.2690 -0.07 -0.11 -0.10
H -0.9388 2.4475 1.3620 0.15 -0.22 -0.04
H -0.8123 0.7648 1.8921 0.13 0.03 -0.09
H 1.0752 2.1956 -0.0946 -0.10 -0.17 -0.01
H 2.1020 0.3951 -0.8864 -0.19 -0.05 -0.15
H 0.9915 -1.5964 -1.4883 0.27 -0.35 0.34
H 1.7364 -2.0511 0.0530 -0.14 0.12 0.27
H -0.8515 -2.5970 -0.3942 0.01 0.12 0.14
H -0.5647 -1.7351 1.1175 0.02 0.13 -0.16
H -1.8961 0.0091 0.1864 0.07 -0.08 -0.20
H -1.8166 -0.6921 -1.4173 0.10 -0.02 0.04
H -0.0917 0.8320 -2.0162 -0.30 0.80 0.19
```
Positions in Å, forces in eV/Å.

Calculated values
Total charge: 0
HOMO energy in Ha: -0.3406
DFT total energy in eV: -7452.1434
SMILES: C[C@H]1[C@H]2CCC[C@@H]12
F_max in Eh/bohr: 0.017

=====

DFT (ωB97M-V with the def2-TZVPD basis set) results for a molecular structure, C29H48MoN7O14P3.

XYZ file:
```
102
Properties=species:S:1:pos:R:3:forces:R:3
Mo 0.5517 0.0985 0.4531 -0.64 -2.01 -1.07
C -0.9842 -0.5710 4.3459 0.04 -0.36 -0.11
O -1.6266 0.6422 4.6510 -0.11 0.40 -0.06
C -1.5832 1.7014 3.7839 0.00 -0.05 0.20
C -2.2537 2.8245 4.2586 0.20 -0.13 -0.38
C -2.3195 4.0054 3.5310 -0.07 0.01 0.07
C -1.6862 4.0873 2.3171 0.26 -0.24 -0.18
C -0.9774 2.9857 1.8217 -0.55 -0.52 1.14
C -0.2351 3.1191 0.6356 0.94 -0.84 -0.74
N 0.5289 2.1860 0.1068 -1.33 0.84 1.06
N 1.3294 2.6532 -0.8655 1.41 0.62 -1.59
C 2.0149 1.6956 -1.4145 -1.06 1.03 0.96
O 1.7865 0.4676 -1.0445 1.24 0.67 -1.07
C 3.0827 2.0773 -2.3497 0.49 0.02 -0.16
C 2.9423 3.2043 -3.1628 -0.09 -0.24 0.14
C 3.9788 3.5941 -3.9857 -0.03 0.05 -0.02
C 5.1595 2.8662 -4.0194 0.03 -0.05 0.04
C 5.3087 1.7521 -3.2095 0.12 0.12 -0.12
C 4.2864 1.3689 -2.3621 -0.39 0.03 0.15
C -0.9395 1.7490 2.5268 -0.15 1.09 -0.34
O -0.2969 0.7411 1.9827 -0.94 1.09 2.55
H -1.2466 -1.2355 5.1709 0.10 -0.03 -0.07
H 0.1036 -0.4532 4.2946 -0.05 0.00 0.02
H -1.3362 -0.9881 3.4015 0.05 0.07 0.20
H -2.7323 2.7448 5.2217 -0.05 -0.06 0.13
H -2.8568 4.8515 3.9284 -0.09 0.08 0.04
H -1.7223 4.9869 1.7236 0.01 0.16 -0.05
H -0.2146 4.0870 0.1462 0.12 -0.03 -0.03
H 2.0158 3.7529 -3.1329 -0.12 0.08 0.00
H 3.8613 4.4718 -4.6025 0.02 0.07 -0.10
H 5.9656 3.1767 -4.6662 0.07 0.01 -0.10
H 6.2256 1.1835 -3.2348 0.12 -0.03 0.03
H 4.4036 0.5446 -1.6750 0.00 -0.15 0.04
C 2.4030 -3.6044 -3.3434 0.02 -0.01 -0.06
C 2.5357 -2.1835 -2.8223 -0.46 0.35 0.44
O 3.6939 -1.5701 -3.3337 0.56 0.06 -0.23
P 1.0699 -1.2055 -3.3991 -0.53 0.33 -0.95
O 0.6481 -1.9646 -4.7565 0.51 -0.17 0.07
O 1.6131 0.1588 -4.0174 -0.20 -0.34 -0.04
O -0.1057 -1.0588 -2.5400 0.04 -0.23 -0.06
P 2.6170 -2.1051 -0.9620 0.46 -0.93 0.48
O 2.8263 -3.6659 -0.4747 -0.49 0.28 -0.16
O 3.8471 -1.3652 -0.5693 0.38 -0.02 -0.31
O 1.2767 -1.8079 -0.3562 -0.21 0.11 -0.08
H 2.3749 -3.5770 -4.4302 -0.02 -0.08 0.01
H 1.4811 -4.0403 -2.9673 -0.07 -0.20 -0.04
H 3.2505 -4.2098 -3.0264 0.00 0.02 0.08
H 4.2342 -1.3014 -2.5734 -0.02 0.00 0.04
H -0.2162 -1.6235 -4.9919 -0.44 -0.03 -0.22
H 2.3908 0.5390 -3.6023 0.39 0.04 0.06
H 3.7553 -3.8763 -0.5467 0.48 -0.15 -0.03
C 4.4758 -1.9808 3.7106 0.02 -0.18 -0.07
N 3.6130 -0.8763 3.3367 -0.44 -0.02 -0.50
C 4.2521 0.4240 3.4097 0.01 0.17 -0.02
C 2.5707 -1.0159 2.4356 -0.13 1.14 -0.22
N 2.2514 -0.0768 1.5798 1.77 -1.00 1.83
N 1.8124 -2.1625 2.5754 1.02 -0.28 0.12
C 0.6615 -2.5508 1.9313 -1.41 -0.24 -0.09
N 0.4957 -3.9210 1.9125 -0.01 0.32 0.04
N -0.2271 -1.6975 1.5639 0.72 -0.61 0.04
H 5.0259 -1.7005 4.6086 -0.07 -0.04 -0.04
H 5.1966 -2.2197 2.9208 -0.04 -0.02 0.03
H 3.9052 -2.8743 3.9538 0.06 -0.07 0.05
H 4.8025 0.4833 4.3478 -0.01 -0.03 -0.04
H 3.4903 1.2038 3.4174 0.07 -0.01 -0.01
H 4.9561 0.6041 2.5886 -0.02 0.00 -0.02
H 3.0332 0.5593 1.4409 -0.26 0.00 0.01
H 2.2687 -2.9155 3.0699 -0.15 0.21 0.01
H 1.3290 -4.4573 1.7130 0.02 0.11 -0.07
H -0.2823 -4.2170 1.3404 0.06 0.02 0.05
H -1.0616 -2.0811 1.1313 0.10 -0.03 -0.13
C -5.1415 -1.5390 0.7588 0.21 0.20 0.05
C -4.3472 -0.5450 1.6094 -0.83 -0.31 0.44
C -5.0541 0.8048 1.6644 0.22 -0.13 -0.07
C -4.1900 -1.0925 3.0314 0.08 0.22 -0.45
O -3.0228 -0.4263 1.0712 0.23 0.15 -0.32
P -2.6326 0.5045 -0.1862 -0.23 -0.37 -0.12
O -2.8571 1.9475 0.0189 -0.23 -0.17 -0.11
O -1.1955 0.0761 -0.4652 -0.78 -0.16 -0.37
O -3.5415 -0.1573 -1.3418 0.44 0.15 0.84
C -3.5638 0.2901 -2.7018 -0.23 0.23 -1.01
C -4.9670 0.8450 -2.9700 0.35 -0.18 0.19
C -2.5076 1.3541 -2.9761 0.02 -0.11 0.12
C -3.2972 -0.9384 -3.5789 -0.04 0.21 0.39
H -6.1521 -1.6450 1.1454 -0.10 -0.02 0.08
H -4.6520 -2.5101 0.7650 0.04 -0.16 0.03
H -5.1783 -1.1878 -0.2660 -0.14 -0.04 -0.07
H -5.9972 0.7091 2.1987 -0.06 -0.05 0.05
H -5.2440 1.1698 0.6609 -0.12 0.14 -0.12
H -4.4156 1.5287 2.1646 -0.01 0.13 0.08
H -5.1691 -1.3413 3.4311 -0.11 -0.02 0.08
H -3.7249 -0.3484 3.6691 0.09 0.10 0.16
H -3.5764 -1.9892 3.0282 0.08 -0.17 -0.01
H -5.1553 1.7017 -2.3287 -0.03 0.13 0.07
H -5.7150 0.0830 -2.7664 -0.12 -0.10 0.04
H -5.0561 1.1490 -4.0091 -0.02 0.07 -0.14
H -2.6648 2.2089 -2.3247 -0.02 0.17 -0.07
H -2.5599 1.6708 -4.0169 -0.02 -0.02 -0.06
H -1.5231 0.9386 -2.7701 0.13 0.03 -0.11
H -4.0400 -1.7085 -3.3884 -0.13 -0.11 0.03
H -2.3104 -1.3307 -3.3497 0.12 -0.05 0.03
H -3.3468 -0.6600 -4.6280 -0.01 0.06 -0.17
```
Positions in Å, forces in eV/Å.

Calculated values
<S²>: 2.020
Spin multiplicity: 3
Total charge: 0
HOMO energy (spin up / spin down) in Ha: -0.2556 / -0.2823
DFT total energy in eV: -99681.4891
F_max in Eh/bohr: 0.057

=====

DFT (ωB97M-V with the def2-TZVPD basis set) results for a molecular structure, C22H25BN15RhS3.

XYZ file:
```
67
Properties=species:S:1:pos:R:3:forces:R:3
Rh 0.6706 -0.1185 0.1178 -0.07 0.10 -0.20
C -2.4700 -2.1760 2.0364 -0.01 -0.04 -0.01
C -1.2707 -2.1932 1.3402 0.04 0.07 -0.02
N -0.8589 -0.9308 1.1271 0.00 -0.11 0.14
N -1.7917 -0.1058 1.6444 -0.03 0.01 -0.01
C -2.7733 -0.8347 2.1921 -0.01 0.03 -0.02
B -1.8768 1.4038 1.2215 -0.02 -0.08 0.03
N -1.8499 1.3781 -0.3339 -0.06 0.14 -0.02
C -2.7260 1.8916 -1.2087 0.00 -0.02 -0.04
C -2.3670 1.4926 -2.4818 0.02 0.00 0.05
C -1.2392 0.7116 -2.3000 -0.08 -0.12 -0.07
N -0.9052 0.6584 -1.0021 0.15 -0.03 0.19
N -0.5797 2.1080 1.6644 0.08 -0.03 -0.10
C -0.3654 3.3123 2.2094 -0.01 0.04 0.01
C 0.9906 3.5793 2.1713 -0.02 -0.01 0.01
C 1.5459 2.4716 1.5501 0.05 -0.02 0.02
N 0.5896 1.5863 1.2423 -0.11 0.05 0.05
N -3.0835 2.0115 1.8394 -0.03 0.03 -0.03
C -3.2691 2.3323 3.1594 0.04 -0.01 0.03
C -4.6083 2.4735 3.3736 -0.02 0.01 0.00
C -5.1963 2.1944 2.1199 -0.02 0.00 -0.02
N -4.2908 1.8999 1.2121 0.02 -0.02 0.01
H -3.0523 -3.0212 2.3596 0.00 0.00 0.00
H -0.6922 -3.0308 0.9922 0.00 -0.03 0.02
H -3.6310 -0.3535 2.6353 0.00 0.00 0.00
H -3.5691 2.4598 -0.8571 0.00 0.00 0.01
H -2.8756 1.7087 -3.4045 -0.01 0.00 0.00
H -0.7140 0.1154 -3.0256 0.04 0.02 0.02
H -1.1847 3.9081 2.5754 0.01 0.00 -0.01
H 1.4972 4.4541 2.5390 0.00 0.00 0.00
H 2.5824 2.2899 1.3236 0.01 -0.02 -0.01
H -2.4447 2.4261 3.8480 0.00 0.00 -0.01
H -5.1013 2.7477 4.2898 0.00 0.00 0.00
H -6.2409 2.2022 1.8523 0.00 0.00 0.00
N 1.2062 -1.5529 3.3508 -0.04 -0.02 -0.02
C 2.2503 -1.1181 2.6687 0.03 0.01 -0.05
N 2.2292 -0.6956 1.4097 0.04 0.07 0.18
C 3.4822 -0.2345 1.0322 -0.04 -0.02 -0.03
C 4.4717 -0.3956 1.9738 0.01 -0.02 -0.01
S 3.8490 -1.0827 3.3916 0.01 0.01 0.00
C 3.5614 0.4528 -0.2041 0.03 -0.08 0.06
C 4.7007 1.0196 -0.7872 -0.01 0.01 -0.04
S 4.3158 1.7902 -2.2284 0.05 0.02 0.00
C 2.6303 1.3181 -2.0198 -0.04 0.05 -0.01
N 2.4002 0.6502 -0.8879 -0.03 0.03 -0.12
N 1.7311 1.6010 -2.9257 0.06 -0.06 0.04
H 0.2792 -1.5083 2.9417 0.01 0.00 0.01
H 1.2923 -1.8546 4.3103 -0.01 0.01 0.00
H 5.5147 -0.1269 1.8980 0.00 0.00 0.00
H 5.7138 1.0016 -0.4134 0.00 -0.01 0.00
H 1.9396 2.1609 -3.7406 0.03 -0.01 0.00
H 0.8171 1.1669 -2.8556 -0.09 0.15 0.06
C -0.4211 -3.1733 -5.2267 -0.01 -0.02 -0.01
C 0.7994 -2.3883 -4.7377 0.04 0.02 0.01
C 0.9435 -2.4366 -3.2525 -0.01 -0.02 -0.01
N 0.8068 -1.4296 -2.4625 0.06 -0.09 -0.01
N 0.9263 -1.7674 -1.1292 0.01 -0.03 -0.10
C 1.2266 -3.0362 -0.9487 -0.02 0.00 0.05
N 1.4441 -3.6249 0.2485 0.02 0.03 -0.02
S 1.2840 -3.9244 -2.4187 0.00 -0.01 -0.01
H -0.4966 -3.0967 -6.3092 0.00 0.00 0.00
H -1.3422 -2.7867 -4.7907 0.00 0.00 0.00
H -0.3416 -4.2321 -4.9780 0.00 0.00 0.00
H 0.7290 -1.3378 -5.0236 -0.02 0.00 0.00
H 1.7089 -2.7848 -5.1946 -0.01 0.00 0.00
H 1.7363 -3.0455 1.0165 -0.02 0.00 -0.01
H 1.7631 -4.5810 0.2701 -0.01 0.00 0.00
```
Positions in Å, forces in eV/Å.

Calculated values
<S²>: 0.783
Spin multiplicity: 2
Total charge: +3
HOMO energy (spin up / spin down) in Ha: -0.5842 / -0.5842
DFT total energy in eV: -81740.9804
F_max in Eh/bohr: 0.005